[1]
The following is a DFT calculation (the ωB97M-V functional and the def2-TZVPD basis) of C4H14FN4O3Tl as an isolated structure.

Structure (XYZ):
```
27
Properties=species:S:1:pos:R:3:forces:R:3
Tl -0.222920 3.623573 1.655249 -0.040 0.119 -0.348
F -0.041230 1.218363 -0.099601 -0.238 -0.344 -0.008
C -2.336020 -1.402477 -1.223881 0.572 0.308 -0.464
C -3.107170 -0.397527 -0.318081 -0.212 -0.462 -2.457
O -2.800450 0.901043 -0.908591 -2.264 -1.359 0.910
H -2.799440 -1.485337 -2.206971 -0.353 0.398 0.077
H -2.282600 -2.440307 -0.895011 0.025 0.275 0.745
H -1.346840 -0.975737 -1.389771 0.400 -0.539 0.117
H -2.733030 -0.337417 0.703929 0.135 -0.085 0.376
H -4.157380 -0.652457 -0.460061 -0.254 0.963 0.792
H -1.856620 0.869133 -1.081131 2.084 0.522 0.243
C 1.914950 0.047273 -2.986291 -2.724 2.496 3.696
O 2.494150 -0.502047 -3.890721 2.561 -2.353 -4.105
N 0.630440 0.321223 -3.011141 -0.834 -0.411 -1.012
N 2.518510 0.407833 -1.887781 2.214 -0.051 0.858
H 0.085440 0.078893 -3.826221 -0.331 0.064 0.220
H 0.288500 0.554253 -2.089801 -0.754 0.339 -0.002
H 1.981670 0.708083 -1.086691 -0.083 0.195 0.005
H 3.527520 0.368133 -1.867211 0.031 0.005 0.348
C 1.010740 0.247603 3.362769 0.879 -3.854 0.508
O 0.330450 1.209453 3.322139 -3.395 6.147 -0.773
N 1.558230 -0.147777 4.426949 1.959 -0.966 3.829
N 1.110900 -0.522077 2.316979 0.040 -0.653 -2.406
H 1.419040 0.392383 5.268939 0.290 -0.217 0.469
H 2.221570 -0.907877 4.378539 0.280 0.047 0.587
H 0.673010 -0.050877 1.538309 -0.151 -0.527 -1.558
H 1.918590 -1.125337 2.255159 0.162 -0.058 -0.648
```
Positions in Å, forces in eV/Å.

E, eV: -23853.72768
2S+1: 2
Total charge: +3
HOMO (spin up / spin down), eV: -20.7507 / -20.8186
<S²>: 1.77
Strongest force on any atom, eV/A: 7.06

Atomic charges from the Mulliken analysis, expressed in e, are listed below:
1. Tl 0.95
2. F -0.81
3. C -0.96
4. C 0.02
5. O -0.04
6. H 0.35
7. H 0.38
8. H 0.24
9. H 0.26
10. H 0.33
11. H 0.34
12. C 0.72
13. O -0.12
14. N -0.22
15. N -0.25
16. H 0.26
17. H 0.13
18. H 0.19
19. H 0.24
20. C 0.73
21. O -0.24
22. N -0.27
23. N -0.21
24. H 0.29
25. H 0.23
26. H 0.16
27. H 0.30

[2]
The following is a DFT calculation (the ωB97M-V functional and the def2-TZVPD basis) of a 2-piece molecular cluster, CH3NO2S overall.

Structure (XYZ):
```
8
Properties=species:S:1:pos:R:3:forces:R:3
C -2.739593 0.006603 -0.020298 0.036 -1.690 -1.454
N 4.431545 0.032908 0.260515 3.498 2.053 -1.405
O 4.966270 -1.037396 -0.108852 -0.843 1.394 0.568
O 5.204929 1.150635 0.015582 -2.503 -3.443 0.838
S -4.560534 -0.035933 0.105866 -0.696 -0.184 -0.066
H -2.550084 0.999372 -0.544137 0.723 -1.346 1.146
H -2.348688 -0.922803 -0.750214 -0.698 2.461 1.889
H -2.403847 -0.193386 1.041536 0.483 0.755 -1.515
```
Positions in Å, forces in eV/Å.

E, eV: -17502.58463
Total charge: -2
HOMO, eV: -0.3195
Strongest force on any atom, eV/A: 4.34

Atomic charges from the Mulliken analysis, expressed in e, are listed below:
1. C -0.57
2. N 0.03
3. O -0.47
4. O -0.56
5. S -0.81
6. H 0.13
7. H 0.11
8. H 0.14